DFT (ωB97M-V/def2-TZVPD) results for one molecule with the formula C2H4Cl2S at a distorted geometry.

Structure (ORCA input):
```
! wB97M-V def2-TZVPD RIJCOSX def2/J DEFGRID3
* xyz 0 1
C 0.362 -0.341 0.253
C -0.948 0.329 0.023
H 2.696 0.124 -0.053
H 0.055 -1.455 0.075
H 0.663 -0.312 1.289
H -1.672 0.514 0.889
S 1.684 -0.110 -0.955
Cl -2.100 -0.679 -0.866
Cl -0.740 1.930 -0.655
*
```

Summary:
Kohn-Sham gap: 10.03 eV
HOMO: -9.40 eV
SMILES string: SCC(Cl)Cl
relative energy (zero: lowest compared OMol25 entry of this formula, charge and spin): 78.6 kJ/mol
LUMO energy: 0.6 eV

These are the Mulliken partial charges, in e, on atoms 1 to 4: atom 1 (C): -0.6158, atom 2 (C): 0.0143, atom 3 (H): 0.1380, atom 4 (H): 0.2733

=====

DFT (ωB97M-V/def2-TZVPD) results for a 10-piece molecular cluster, C22H30F6N4O26 overall at a distorted geometry.

Structure (ORCA input):
```
! wB97M-V def2-TZVPD RIJCOSX def2/J DEFGRID3
* xyz 0 1
C -3.236 3.064 2.533
N -4.567 2.609 2.014
O -4.812 2.495 0.827
O -5.405 2.447 2.881
H -3.356 4.086 2.885
H -2.435 3.109 1.803
H -3.089 2.361 3.346
C -0.860 -3.558 -2.787
N -2.268 -3.462 -3.277
O -3.152 -3.556 -2.452
O -2.432 -3.307 -4.467
H -0.249 -3.238 -3.617
H -0.739 -4.590 -2.466
H -0.758 -2.943 -1.900
C 0.377 -0.028 -0.370
N 0.447 1.248 0.368
O -0.562 1.690 0.905
O 1.520 1.805 0.393
H 0.609 -0.756 0.420
H 1.220 -0.089 -1.045
H -0.580 -0.308 -0.783
C -0.498 4.359 -3.237
N 0.755 3.574 -3.146
O 1.112 3.235 -2.036
O 1.321 3.306 -4.178
H -0.260 5.415 -3.329
H -1.048 4.219 -2.310
H -1.073 3.979 -4.069
C -1.950 -1.291 3.486
C -1.841 -2.788 3.705
O -0.477 -3.019 3.624
C 0.145 -1.943 3.031
O 1.295 -1.928 2.797
O -0.753 -0.978 2.780
F -2.481 -3.503 2.722
H -1.917 -0.784 4.456
H -2.832 -0.947 2.956
H -2.286 -3.091 4.650
C 1.648 -6.892 0.289
C 2.885 -6.322 -0.419
O 2.550 -4.966 -0.573
C 1.369 -4.665 0.039
O 0.926 -3.577 0.084
O 0.828 -5.777 0.579
F 2.986 -6.892 -1.675
H 1.981 -7.337 1.235
H 1.150 -7.690 -0.253
H 3.858 -6.384 0.058
C 1.092 2.328 4.572
C 1.862 1.258 3.795
O 2.059 0.229 4.709
C 1.824 0.695 5.978
O 1.952 0.048 6.957
O 1.385 1.958 5.936
F 3.084 1.646 3.307
H 0.024 2.152 4.439
H 1.345 3.358 4.381
H 1.259 0.956 2.940
C 3.977 -3.734 -4.214
C 4.913 -2.883 -3.377
O 4.084 -1.765 -3.096
C 2.779 -2.145 -3.182
O 1.883 -1.476 -2.812
O 2.697 -3.416 -3.637
F 5.977 -2.472 -4.107
H 4.102 -4.810 -4.145
H 3.985 -3.407 -5.253
H 5.266 -3.300 -2.434
C 2.410 5.356 2.442
C 2.599 5.311 0.935
O 1.303 5.227 0.429
C 0.437 4.973 1.439
O -0.737 5.004 1.358
O 1.115 4.767 2.596
F 3.277 4.138 0.645
H 2.414 6.367 2.856
H 3.148 4.763 2.974
H 3.221 6.094 0.508
C -5.247 1.949 -2.528
C -5.273 2.057 -4.063
O -4.418 1.041 -4.458
C -3.627 0.643 -3.410
O -2.676 -0.060 -3.523
O -4.089 1.171 -2.261
F -4.842 3.279 -4.527
H -6.205 1.510 -2.239
H -5.144 2.873 -1.963
H -6.282 1.924 -4.445
*
```

Summary:
Kohn-Sham gap: 10.84 eV
HOMO: -10.55 eV
SMILES string: O=C1OC[C@@H](F)O1.O=C1OC[C@@H](F)O1.O=C1OC[C@@H](F)O1.O=C1OC[C@@H](F)O1.O=C1OC[C@@H](F)O1.O=C1OC[C@@H](F)O1.C[N+](=O)[O-].C[N+](=O)[O-].C[N+](=O)[O-].C[N+](=O)[O-]
relative energy (zero: lowest compared OMol25 entry of this formula, charge and spin): 37.9 kJ/mol
LUMO energy: 0.3 eV

These are the Mulliken partial charges, in e, on atoms 1 to 4: atom 1 (C): -0.4902, atom 2 (N): 0.9296, atom 3 (O): -0.5274, atom 4 (O): -0.5695

=====

DFT (ωB97M-V/def2-TZVPD) results for C37H34N4O3PPd as an isolated structure.

Structure (ORCA input):
```
! wB97M-V def2-TZVPD RIJCOSX def2/J DEFGRID3
* xyz 1 3
Pd 0.486 0.635 0.099
O -1.671 -3.360 0.776
C -1.778 -3.290 2.115
C -2.553 -4.255 2.754
C -2.716 -4.223 4.123
C -2.113 -3.226 4.890
C -1.352 -2.261 4.267
C -1.169 -2.273 2.877
C -0.410 -1.204 2.216
O -0.150 -1.306 0.964
N -0.055 -0.161 2.966
N 0.454 0.824 2.239
C 0.865 1.918 2.772
C 1.325 2.987 1.880
C 1.750 4.211 2.380
C 2.144 5.208 1.503
C 2.105 4.956 0.140
C 1.679 3.711 -0.284
N 1.299 2.746 0.549
H -1.085 -2.624 0.500
H -3.012 -5.025 2.146
H -3.316 -4.986 4.603
H -2.240 -3.210 5.963
H -0.881 -1.472 4.835
H 0.856 2.067 3.847
H 1.765 4.372 3.450
H 2.475 6.167 1.879
H 2.400 5.704 -0.583
H 1.642 3.476 -1.339
C 3.691 0.978 -2.255
C 3.679 -0.248 -1.345
C 3.813 0.150 0.125
C 2.444 -1.127 -1.585
C 2.493 -1.882 -2.917
O 1.182 -1.691 -3.480
C 0.532 -0.806 -2.719
N 1.162 -0.390 -1.680
C -0.828 -0.478 -3.207
C -1.215 -1.087 -4.406
C -2.453 -0.844 -4.972
C -3.339 0.027 -4.359
C -2.972 0.634 -3.170
C -1.736 0.386 -2.575
P -1.492 1.229 -0.986
C -2.764 0.589 0.130
C -3.319 -0.670 -0.091
C -3.963 -1.337 0.943
C -4.045 -0.761 2.200
C -3.488 0.493 2.429
C -2.833 1.158 1.409
C -1.772 2.965 -1.386
C -0.972 3.532 -2.380
C -1.124 4.865 -2.721
C -2.072 5.643 -2.067
C -2.878 5.082 -1.088
C -2.736 3.742 -0.748
H 4.612 1.544 -2.119
H 2.851 1.627 -2.007
H 3.616 0.709 -3.311
H 4.536 -0.880 -1.595
H 3.044 0.878 0.398
H 4.779 0.621 0.311
H 3.725 -0.713 0.786
H 2.344 -1.820 -0.745
H 2.662 -2.949 -2.804
H 3.228 -1.468 -3.607
H -0.531 -1.757 -4.902
H -2.719 -1.336 -5.898
H -4.307 0.232 -4.795
H -3.662 1.313 -2.681
H -3.240 -1.144 -1.061
H -4.373 -2.323 0.769
H -4.522 -1.295 3.012
H -3.536 0.934 3.416
H -2.343 2.102 1.615
H -0.243 2.917 -2.900
H -0.511 5.298 -3.502
H -2.191 6.685 -2.334
H -3.630 5.683 -0.595
H -3.389 3.303 -0.006
*
```

Summary:
Kohn-Sham gap (spin up / spin down): 7.18 / 6.07 eV
HOMO (spin up / spin down): -10.17 / -10.20 eV
relative energy (zero: lowest compared OMol25 entry of this formula, charge and spin): 0.0 kJ/mol
LUMO energy (spin up / spin down): -3.0 / -4.1 eV

These are the Mulliken partial charges, in e, on atoms 1 to 4: atom 1 (Pd): -0.4220, atom 2 (O): -0.7165, atom 3 (C): 0.0273, atom 4 (C): -0.4825

=====

DFT (ωB97M-V/def2-TZVPD) results for a 3-piece molecular cluster, C13H21ClO9P2 overall at a distorted geometry.

Structure (ORCA input):
```
! wB97M-V def2-TZVPD RIJCOSX def2/J DEFGRID3
* xyz 0 1
C 4.287 -1.892 -0.425
P 3.985 -3.079 0.966
O 2.334 -3.257 0.946
C 4.405 -2.087 2.430
C 3.972 -2.255 3.679
P 2.805 -3.436 4.446
O 2.676 -4.641 3.350
Cl 4.008 -4.305 5.891
C 4.592 -1.210 4.575
O 4.218 -0.822 5.608
O 5.700 -0.787 3.878
C 5.342 -0.895 2.536
O 5.707 -0.118 1.746
H 5.009 -1.126 -0.162
H 3.341 -1.381 -0.601
H 4.580 -2.450 -1.303
H 2.150 -3.762 0.143
H 1.778 -4.571 3.010
O 0.500 -2.863 -1.848
C -0.042 -1.813 -1.610
O -0.205 -0.922 -2.591
C -1.000 0.269 -2.443
C -0.180 1.403 -1.862
C -0.454 -1.451 -0.204
H -1.900 0.073 -1.870
H -1.324 0.533 -3.448
H 0.171 1.171 -0.855
H -0.774 2.318 -1.818
H 0.703 1.589 -2.475
H 0.401 -1.006 0.304
H -0.733 -2.368 0.309
H -1.309 -0.781 -0.142
O -3.703 0.684 -1.807
C -4.232 1.736 -1.559
O -4.413 2.619 -2.552
C -5.197 3.810 -2.420
C -4.379 4.958 -1.866
C -4.609 2.119 -0.148
H -6.096 3.618 -1.834
H -5.528 4.049 -3.429
H -4.022 4.747 -0.858
H -4.975 5.870 -1.835
H -3.503 5.132 -2.490
H -3.745 2.572 0.338
H -4.882 1.213 0.388
H -5.457 2.796 -0.085
*
```

Summary:
Kohn-Sham gap: 7.56 eV
HOMO: -8.55 eV
SMILES string: CP(O)C1=C(P(O)Cl)C(=O)OC1=O.CCOC(C)=O.CCOC(C)=O
LUMO energy: -1.0 eV

These are the Mulliken partial charges, in e, on atoms 1 to 4: atom 1 (C): -0.8355, atom 2 (P): 0.1019, atom 3 (O): -0.3763, atom 4 (C): 0.5722

=====

DFT (ωB97M-V/def2-TZVPD) results for C23H21F6N6O4S2V as an isolated structure at a distorted geometry.

Structure (ORCA input):
```
! wB97M-V def2-TZVPD RIJCOSX def2/J DEFGRID3
* xyz 3 2
V -14.617 3.367 -4.206
C -18.143 3.474 -4.795
C -17.323 2.325 -5.375
C -17.990 1.428 -6.212
C -17.348 0.345 -6.795
C -16.134 -0.012 -6.247
C -15.539 0.891 -5.372
N -16.030 2.115 -5.093
C -14.467 0.465 -4.398
C -13.917 -0.742 -4.155
C -13.085 -0.923 -3.068
C -12.980 0.072 -2.125
C -13.553 1.299 -2.381
N -14.239 1.458 -3.525
C -13.682 2.495 -1.520
C -13.207 2.549 -0.258
C -13.536 3.570 0.649
C -14.322 4.547 0.113
C -14.728 4.573 -1.271
C -15.570 5.637 -1.704
N -14.434 3.534 -2.048
H -19.142 3.460 -5.180
H -17.654 4.396 -5.076
H -18.209 3.364 -3.676
H -19.035 1.493 -6.253
H -17.871 -0.195 -7.567
H -15.671 -0.957 -6.468
H -13.871 -1.529 -4.898
H -12.625 -1.883 -2.945
H -12.356 -0.099 -1.275
H -12.633 1.716 0.164
H -13.341 3.437 1.717
H -14.601 5.427 0.664
H -16.473 5.710 -1.110
H -15.916 5.516 -2.736
H -15.009 6.579 -1.596
C -15.142 6.473 -8.610
N -15.460 6.230 -7.186
C -15.884 7.044 -6.175
C -15.780 6.357 -5.014
N -15.349 5.043 -5.309
C -15.199 5.013 -6.668
H -14.937 7.535 -8.740
H -16.031 6.154 -9.196
H -14.223 5.956 -8.897
H -16.210 8.066 -6.271
H -16.028 6.671 -3.994
H -14.758 4.219 -7.239
F -9.894 2.612 -5.957
C -10.962 2.152 -5.448
F -10.860 1.738 -4.203
F -11.478 1.204 -6.281
S -12.237 3.560 -5.636
O -13.527 2.777 -5.816
O -11.882 4.438 -6.688
N -12.721 4.171 -4.222
S -11.664 5.138 -3.364
O -10.408 4.680 -3.846
O -12.059 5.086 -1.998
C -11.950 6.884 -3.965
F -13.098 7.407 -3.591
F -11.840 6.908 -5.294
F -10.979 7.554 -3.406
*
```

Summary:
Kohn-Sham gap (spin up / spin down): 5.31 / 6.05 eV
HOMO (spin up / spin down): -17.85 / -17.85 eV
relative energy (zero: lowest compared OMol25 entry of this formula, charge and spin): 36.4 kJ/mol
LUMO energy (spin up / spin down): -12.5 / -11.8 eV

These are the Mulliken partial charges, in e, on atoms 1 to 4: atom 1 (V): -0.2685, atom 2 (C): -1.2859, atom 3 (C): 0.9267, atom 4 (C): -0.9408

=====

DFT (ωB97M-V/def2-TZVPD) results for one molecule with the formula C6H6 at a distorted geometry.

Structure (ORCA input):
```
! wB97M-V def2-TZVPD RIJCOSX def2/J DEFGRID3
* xyz 0 1
C -1.834 -0.663 -0.661
C -2.651 -1.167 -1.510
C 0.150 1.801 0.411
C -1.010 1.199 0.699
C -0.997 -0.135 0.239
C -0.414 -1.243 0.896
H 0.868 1.253 -0.241
H 0.472 2.708 0.720
H -1.915 1.591 1.138
H -1.217 -1.767 1.376
H 0.528 -1.320 1.428
H -0.219 -1.957 0.141
*
```

Summary:
Kohn-Sham gap: 8.18 eV
HOMO: -9.49 eV
relative energy (zero: lowest compared OMol25 entry of this formula, charge and spin): 647.1 kJ/mol
LUMO energy: -1.3 eV

These are the Mulliken partial charges, in e, on atoms 1 to 4: atom 1 (C): 0.2303, atom 2 (C): -0.5533, atom 3 (C): -0.7069, atom 4 (C): -0.1451

=====

DFT (ωB97M-V/def2-TZVPD) results for a 2-piece molecular cluster, C3H5NO3 overall at a distorted geometry.

Structure (ORCA input):
```
! wB97M-V def2-TZVPD RIJCOSX def2/J DEFGRID3
* xyz 0 1
C -0.210 0.460 0.473
C 0.270 -0.503 -0.521
C -1.013 0.751 -0.968
O -1.059 0.038 1.470
N 1.726 -0.950 0.861
O 2.772 -0.453 0.824
O -0.655 1.569 -1.795
H -1.015 -0.922 1.574
H 0.416 1.314 0.722
H 1.018 -0.240 -1.259
H -0.195 -1.483 -0.545
H -2.055 0.420 -0.837
*
```

Summary:
Kohn-Sham gap (spin up / spin down): 7.76 / 7.72 eV
HOMO (spin up / spin down): -8.61 / -7.80 eV
relative energy (zero: lowest compared OMol25 entry of this formula, charge and spin): 684.1 kJ/mol
LUMO energy (spin up / spin down): -0.8 / -0.1 eV

These are the Mulliken partial charges, in e, on atoms 1 to 4: atom 1 (C): 0.2071, atom 2 (C): -0.9208, atom 3 (C): 0.0377, atom 4 (O): -0.5088

=====

DFT (ωB97M-V/def2-TZVPD) results for a 10-piece molecular cluster, C20H60O10 overall at a distorted geometry.

Structure (ORCA input):
```
! wB97M-V def2-TZVPD RIJCOSX def2/J DEFGRID3
* xyz 0 1
C 1.816 -16.329 5.575
O 0.651 -15.789 4.996
H 2.379 -16.677 4.708
H 2.334 -15.513 6.078
H 1.651 -17.202 6.206
H 0.793 -14.876 4.734
C 4.412 -17.823 7.489
O 4.585 -18.177 6.158
H 4.351 -18.739 8.078
H 5.269 -17.283 7.892
H 3.566 -17.191 7.759
H 4.001 -18.920 5.986
C 3.340 -21.285 11.728
C 2.499 -20.098 11.141
C 1.098 -20.393 10.531
O 2.199 -19.151 12.149
H 4.279 -20.996 12.201
H 3.427 -21.964 10.879
H 2.690 -21.745 12.472
H 3.087 -19.605 10.366
H 0.609 -19.419 10.541
H 0.543 -20.939 11.294
H 1.157 -20.852 9.544
H 1.704 -19.661 12.794
C 1.436 -14.852 9.875
C 2.135 -16.105 10.410
C 3.596 -15.844 10.814
O 1.506 -16.494 11.583
H 0.915 -14.234 10.606
H 0.803 -15.029 9.005
H 2.071 -14.111 9.388
H 2.080 -16.856 9.622
H 4.050 -16.822 10.969
H 3.745 -15.157 11.648
H 4.143 -15.275 10.062
H 1.832 -17.350 11.870
C 4.549 -14.262 2.020
C 3.996 -15.458 2.890
C 4.022 -16.755 2.099
O 4.889 -15.662 3.950
H 4.574 -13.331 2.586
H 3.819 -14.032 1.243
H 5.478 -14.581 1.548
H 2.997 -15.202 3.245
H 3.806 -17.625 2.719
H 5.002 -16.999 1.689
H 3.360 -16.733 1.234
H 4.703 -16.541 4.286
C 7.584 -13.921 8.735
C 7.597 -13.633 7.235
C 7.295 -14.842 6.336
O 6.586 -12.653 7.079
H 7.685 -12.994 9.299
H 8.424 -14.552 9.027
H 6.635 -14.417 8.939
H 8.549 -13.155 7.006
H 6.443 -15.426 6.684
H 8.216 -15.414 6.229
H 7.213 -14.439 5.326
H 6.960 -11.941 7.603
C 6.710 -21.003 8.092
C 7.595 -21.699 9.057
C 7.245 -21.391 10.504
O 7.448 -23.079 8.830
H 5.660 -21.270 8.209
H 7.014 -21.331 7.098
H 6.857 -19.924 8.036
H 8.611 -21.390 8.809
H 7.319 -20.330 10.743
H 7.876 -21.974 11.175
H 6.221 -21.690 10.726
H 7.852 -23.329 7.996
C 6.938 -20.101 4.429
C 6.681 -19.610 3.047
C 7.332 -18.263 2.746
O 7.252 -20.456 2.154
H 6.437 -21.031 4.699
H 6.793 -19.297 5.151
H 8.000 -20.309 4.561
H 5.619 -19.607 2.802
H 6.959 -17.490 3.418
H 7.178 -17.940 1.717
H 8.418 -18.280 2.842
H 8.160 -20.200 1.977
O 4.290 -22.363 5.644
H 4.033 -21.482 5.915
H 3.462 -22.832 5.536
O 2.663 -20.228 5.892
H 1.940 -20.385 6.499
H 2.308 -20.453 5.032
*
```

Summary:
Kohn-Sham gap: 9.33 eV
HOMO: -9.62 eV
SMILES string: CC(C)O.CC(C)O.CC(C)O.CC(C)O.CC(C)O.CC(C)O.CO.CO.O.O
relative energy (zero: lowest compared OMol25 entry of this formula, charge and spin): 159.4 kJ/mol
LUMO energy: -0.3 eV

These are the Mulliken partial charges, in e, on atoms 1 to 4: atom 1 (C): -0.2937, atom 2 (O): -0.6186, atom 3 (H): -0.0043, atom 4 (H): 0.2929